48
Properties=species:S:1:pos:R:3:forces:R:3:nbo_charge:R:1 method="wB97M-V/def2-TZVPD" smiles="C[Si](C)(C)OC[C@@H](O[Si](C)(C)C)[C@H]1CC=CCC1" lumo_ev=0.70 e_above_lowest_ev=0.000 fmax_ev_per_a=1.86 e_tot_ha=-1281.00605 multiplicity=1 e_homo_ev=-8.88
C -4.3319 2.5040 -0.4440 1.03 -0.17 0.89 -1.123
Si -3.2145 0.9999 -0.6855 -0.49 -0.60 -0.56 1.887
C -4.2906 -0.5001 -0.3444 0.61 -0.20 0.10 -1.143
C -2.8903 0.8417 -2.5110 0.24 0.39 -0.25 -1.153
O -1.7350 0.9203 0.1508 -0.56 -0.33 -0.27 -0.894
C -0.7936 -0.1226 -0.2376 -0.42 0.20 0.01 -0.085
C 0.4605 -0.1410 0.6693 -0.50 0.34 1.76 0.103
O 1.0524 -1.4175 0.8309 0.41 -1.06 -1.46 -0.876
Si 1.8289 -2.4517 -0.2939 0.21 -0.10 1.34 1.883
C 3.6996 -2.4670 -0.1627 -0.23 0.22 0.05 -1.146
C 1.4412 -2.1057 -2.0762 -0.25 -0.52 0.70 -1.149
C 1.3205 -4.2157 0.1591 -0.27 0.70 -0.18 -1.128
C 1.5245 0.9239 0.3781 -0.44 1.19 0.61 -0.234
C 0.8479 2.3195 0.2595 0.68 0.06 -0.22 -0.452
C 0.7439 3.0399 1.5653 -0.35 0.14 0.64 -0.177
C 1.2985 2.6349 2.7027 0.06 0.45 0.28 -0.203
C 2.1510 1.4314 2.8004 1.11 -0.93 -0.19 -0.450
C 2.6964 1.0079 1.4044 -1.15 -0.78 0.57 -0.388
H -5.2359 2.2604 0.1237 0.24 0.03 -0.05 0.243
H -3.7325 3.2240 0.1255 -0.40 0.32 -0.11 0.242
H -4.6127 2.9196 -1.4064 0.07 0.09 -0.08 0.244
H -5.3109 -0.3921 -0.7120 0.05 0.14 -0.09 0.241
H -3.8476 -1.3862 -0.8112 -0.12 0.00 0.03 0.229
H -4.3317 -0.6909 0.7177 -0.16 -0.14 0.46 0.236
H -2.4547 -0.1235 -2.7129 0.11 -0.51 -0.19 0.229
H -3.8121 0.9280 -3.0876 -0.16 -0.13 0.14 0.241
H -2.2153 1.5723 -2.9428 0.25 0.30 0.04 0.236
H -0.5119 0.0495 -1.2638 0.21 0.09 -0.60 0.171
H -1.3304 -1.0818 -0.2051 0.42 -0.02 0.24 0.189
H 0.0181 0.0625 1.6705 0.30 0.13 -0.40 0.189
H 4.0014 -3.0041 0.7275 0.12 -0.24 0.21 0.237
H 4.1447 -1.4874 -0.0907 0.19 0.47 -0.10 0.235
H 4.1260 -2.9651 -1.0397 -0.08 -0.02 0.10 0.237
H 1.8586 -1.1762 -2.3968 0.34 0.60 -0.38 0.240
H 1.8293 -2.9375 -2.6564 0.20 -0.01 -0.20 0.246
H 0.3798 -2.0893 -2.2138 -0.77 0.10 -0.29 0.233
H 2.0227 -4.9358 -0.2535 -0.02 -0.05 -0.35 0.234
H 0.3394 -4.3129 -0.3081 -0.11 -0.54 0.07 0.228
H 1.2384 -4.4628 1.2174 -0.08 0.36 0.05 0.248
H 1.9630 0.7001 -0.5672 0.34 -0.33 -1.03 0.198
H 1.4117 2.9558 -0.4357 0.10 -0.12 0.03 0.209
H -0.1395 2.2319 -0.1767 -0.08 0.03 -0.02 0.242
H 0.1218 3.9316 1.6219 0.06 -0.06 -0.27 0.201
H 1.1513 3.1855 3.6335 -0.14 0.06 -0.30 0.202
H 2.9743 1.5207 3.5557 -0.53 0.24 -0.73 0.215
H 1.5554 0.6014 3.1933 -0.07 -0.09 0.00 0.213
H 3.1282 0.0044 1.4880 0.15 0.23 0.00 0.214
H 3.4617 1.6955 1.0406 -0.11 0.07 0.01 0.207